<one>
C9H10N4O2 | ωB97M-V with the def2-TZVPD basis set

Computed properties:
- Structure (SMILES): NC1=NC(=O)N=C=C1.N=C=C1C[C@H]1CO
- E_HOMO: -8.563 eV
- Frontier orbital gap: 7.574 eV

Structure (ORCA input):
```
! wB97M-V def2-TZVPD RIJCOSX def2/J DEFGRID3
* xyz 0 1
O 3.1898 0.3346 1.8614
O -0.4270 1.4873 2.1893
N 0.6593 1.8772 -1.9462
N -3.1926 -1.1956 -0.1758
N -1.8250 0.1824 0.9758
N -1.5424 2.4757 0.3437
C 1.3027 -0.2185 -0.7625
C -1.1828 1.2637 1.2787
C 1.6898 -0.8844 0.4685
C -2.2557 2.1794 -0.5437
C -2.9409 1.1245 -1.0289
C 1.1735 -1.6861 -0.6214
C 3.0772 -0.6801 0.9858
C 0.9362 0.8569 -1.3216
C -2.6070 0.0222 -0.1573
H 2.5770 0.0570 2.6025
H 1.1042 -0.7107 1.3045
H -3.6946 1.0352 -1.8725
H 3.8339 -0.3685 0.2956
H 0.1837 -2.1768 -0.5471
H -2.8101 -2.0934 -0.0239
H 1.4006 2.3230 -2.5446
H 1.8878 -2.3419 -1.3082
H -3.9738 -1.1891 -0.8359
H 3.4361 -1.6741 1.3839
*
```

<two>
C9H10N4O2 | ωB97M-V with the def2-TZVPD basis set

Computed properties:
- Structure (SMILES): [O-][N+]#Cc1cccnc1.CC(=O)/C=N/N
- E_HOMO: -8.872 eV
- Frontier orbital gap: 9.127 eV

Structure (ORCA input):
```
! wB97M-V def2-TZVPD RIJCOSX def2/J DEFGRID3
* xyz 0 1
O -0.4630 1.2708 -2.7660
O -1.1857 1.0350 1.7720
N 2.3704 2.2586 -0.9747
N 1.2547 2.4354 -0.3581
N -1.0191 -2.8672 1.4832
N -0.3129 0.3096 -2.0695
C -0.3837 -1.5605 -0.3765
C 0.2569 -2.6578 -1.0046
C -0.3172 -3.8528 1.0133
C -1.0121 -1.6617 0.8687
C -0.6676 1.9519 1.1661
C 0.6820 1.6555 0.4627
C -0.3267 -0.3604 -1.1118
C -1.1304 3.3564 0.9998
C 0.3697 -3.8084 -0.2559
H 0.8424 -4.6528 -0.5846
H -0.3194 3.8909 0.5344
H 0.6138 -2.4804 -2.0805
H 2.6853 1.3405 -0.9437
H 1.2422 0.6260 0.6823
H -1.9625 3.2112 0.3275
H -1.6871 3.6971 2.0057
H -0.3119 -4.8235 1.6671
H -1.6355 -0.9994 1.4433
H 2.4174 2.6861 -1.9000
*
```

Which of them is most stable? Easy: <two>.

<one>
CH11N2O3 | ωB97M-V with the def2-TZVPD basis set

Computed properties:
- E_HOMO: -14.650 eV
- Frontier orbital gap: 10.961 eV

Structure (ORCA input):
```
! wB97M-V def2-TZVPD RIJCOSX def2/J DEFGRID3
* xyz 1 1
O 3.5323 0.9590 -0.1848
O 0.5718 -2.6086 0.7421
O -2.7098 1.8301 1.0646
N -0.0116 0.1920 -1.7774
N -0.8564 -0.3373 0.3945
C -0.9608 0.0941 -0.8149
H 3.2219 0.6437 0.6653
H -3.3758 1.2182 1.3806
H -2.7455 2.4416 1.8144
H -1.7949 0.7321 -1.1020
H 0.1712 1.1639 -2.0054
H 0.8755 -3.0961 1.5034
H 4.2457 0.4678 -0.5620
H -0.1651 -1.1143 0.5732
H -1.5696 -0.0762 1.0525
H 0.8296 -0.3565 -1.6793
H 0.9430 -2.9523 -0.0734
*
```

<two>
CH11N2O3 | ωB97M-V with the def2-TZVPD basis set

Computed properties:
- E_HOMO: -14.915 eV
- Frontier orbital gap: 12.113 eV

Structure (ORCA input):
```
! wB97M-V def2-TZVPD RIJCOSX def2/J DEFGRID3
* xyz 1 1
O 1.7997 1.5718 -0.7613
O 1.7704 0.3266 1.6419
O -2.4986 -1.2320 1.9502
N 0.1245 -0.0203 -2.2437
N -1.0911 -0.3382 -0.3183
C -0.9847 -0.3345 -1.6233
H -0.3809 0.0369 0.2917
H 2.5195 2.1542 -1.0122
H -2.2458 -0.6536 2.6741
H 2.4370 -0.3627 1.7334
H -1.9361 -0.6936 0.1246
H 0.0551 0.0666 -3.2477
H 0.9566 0.3453 -1.7544
H -2.5279 -2.1562 2.2032
H 1.9239 1.1757 0.1273
H 1.8354 0.9419 2.3845
H -1.7569 -0.8281 -2.1700
*
```

Which of them is most stable? Easy: <two>.

<one>
CH6N2 | ωB97M-V with the def2-TZVPD basis set

Computed properties:
- Structure (SMILES): C=N.N
- E_HOMO: -9.141 eV
- Frontier orbital gap: 10.008 eV

Structure (ORCA input):
```
! wB97M-V def2-TZVPD RIJCOSX def2/J DEFGRID3
* xyz 0 1
N 2.5870 1.2821 5.1727
N -2.8247 -0.7533 -3.4553
C -1.9708 -1.1402 -4.3175
H -3.1514 -1.4829 -2.8220
H 2.5488 1.3679 4.1586
H -1.0914 -0.5393 -4.5442
H 2.5734 2.2451 5.5039
H -2.2306 -1.9799 -4.9823
H 3.5596 1.0007 5.2861
*
```

<two>
CH6N2 | ωB97M-V with the def2-TZVPD basis set

Computed properties:
- E_HOMO: -8.281 eV
- Frontier orbital gap: 9.050 eV

Structure (ORCA input):
```
! wB97M-V def2-TZVPD RIJCOSX def2/J DEFGRID3
* xyz 0 1
N -1.2543 0.5112 0.3446
N -2.0259 -0.3656 0.0832
C 1.6648 0.3773 -0.0927
H 2.1334 0.1921 -0.9879
H 1.6728 -0.6056 0.3592
H -2.1155 -1.0242 -0.7842
H 2.0610 1.1156 0.4497
H -2.7014 -0.6734 0.9044
H 0.5650 0.4726 -0.2762
*
```

Which of them is most stable? Easy: <one>.

<one>
C13H17N | ωB97M-V with the def2-TZVPD basis set

Computed properties:
- Structure (SMILES): C=CN(C)c1ccccc1C(=C)CC
- E_HOMO: -7.773 eV
- Frontier orbital gap: 8.680 eV

Structure (ORCA input):
```
! wB97M-V def2-TZVPD RIJCOSX def2/J DEFGRID3
* xyz 0 1
N 1.1806 -0.9788 -0.2777
C 1.3671 1.0974 2.7702
C -2.4902 -1.0070 0.1499
C 0.0318 1.4216 2.9456
C -1.5118 -0.1521 -0.1113
C 0.8061 -0.1389 0.7887
C -0.5332 0.2329 0.9300
C 2.3280 -1.1283 -2.3915
C 1.7545 0.3165 1.6966
C -0.9110 0.9981 2.0250
C 0.6650 -2.3240 -0.3294
C 1.9241 -0.4714 -1.3059
C -1.5517 2.0527 -1.2882
C -1.3797 0.5410 -1.4399
H -2.1393 0.1534 -2.1216
H -1.5071 2.5362 -2.2613
H 2.1102 -2.1669 -2.5616
H -3.2173 -1.2834 -0.5954
H 0.1982 -2.5260 -1.2970
H -0.2724 2.0148 3.7951
H -0.7674 2.4674 -0.6589
H -0.0784 -2.4556 0.4523
H 2.7903 0.0433 1.5572
H -0.3981 0.3368 -1.8731
H -1.9485 1.2779 2.1372
H 2.1814 0.5724 -1.1693
H 1.4731 -3.0474 -0.1741
H -2.5902 -1.4804 1.1131
H -2.5135 2.2809 -0.8332
H 2.1037 1.4428 3.4806
H 2.8956 -0.6259 -3.1521
*
```

<two>
C13H17N | ωB97M-V with the def2-TZVPD basis set

Computed properties:
- Structure (SMILES): CC=C=CCN(C)Cc1ccccc1
- E_HOMO: -8.476 eV
- Frontier orbital gap: 9.415 eV

Structure (ORCA input):
```
! wB97M-V def2-TZVPD RIJCOSX def2/J DEFGRID3
* xyz 0 1
N 1.1200 -1.8120 0.1687
C 2.4485 0.0856 0.9714
C -2.9928 0.5271 -1.7352
C 1.9884 -0.7006 -0.2128
C -1.1408 -0.7296 -0.0539
C 2.1254 2.6649 1.2717
C -1.1165 0.6670 -0.2223
C 0.9625 3.2933 1.9845
C 2.3030 1.3828 1.1335
C -2.0761 -1.4864 -0.7583
C -0.1343 -1.3947 0.8391
C -3.0013 -0.8574 -1.5975
C 0.9361 -2.7419 -0.9197
C -2.0479 1.2904 -1.0446
H -0.5977 -2.2946 1.2806
H -0.3860 1.2527 0.3241
H 1.5580 -0.0318 -0.9957
H 0.1641 -0.7295 1.6518
H -2.0359 2.3716 -1.1120
H 1.3411 3.9212 2.8253
H -3.7394 -1.4225 -2.1458
H 2.8694 -1.1827 -0.6824
H -3.7123 1.0232 -2.3765
H 0.4193 -3.6161 -0.5368
H 0.3639 -2.3676 -1.7873
H 3.0022 -0.4725 1.7498
H 0.4296 3.9560 1.2890
H 1.9156 -3.0950 -1.2398
H 0.2655 2.5622 2.3989
H 2.8607 3.3519 0.8346
H -2.0835 -2.5456 -0.5943
*
```

Which of them is most stable? Easy: <one>.

<one>
C47H57GeIN7O3Ti | ωB97M-V with the def2-TZVPD basis set

Computed properties:
- E_HOMO (spin up / spin down): -12.363 / -12.363 eV
- ⟨S²⟩: 0.755
- Frontier orbital gap (spin up / spin down): 6.386 / 6.218 eV

Structure (ORCA input):
```
! wB97M-V def2-TZVPD RIJCOSX def2/J DEFGRID3
* xyz 2 2
I 4.1359 -2.5179 -0.4486
Ge 3.4136 3.0726 3.7670
Ti 0.2521 0.8017 -0.7232
O 3.0599 2.2538 0.4008
O -1.3479 1.3144 -2.0547
O 1.7571 0.4467 0.4749
N 1.5574 0.3180 -2.4349
N -0.2519 2.4830 0.6902
N -1.9396 -0.2190 -3.5811
N -1.3441 0.0216 0.5405
N 1.6823 -3.0209 1.1173
N 1.0092 2.7639 -1.5132
N 0.0331 -1.2700 -1.1759
C 0.0705 3.8858 -1.2739
C 7.1932 3.6383 1.9400
C 6.1404 3.6793 4.5054
C 2.6555 5.1307 1.7456
C -2.0517 0.9812 1.3918
C 1.5441 -3.5926 3.4455
C 0.8142 -3.2285 -2.2715
C -0.1164 -3.9904 -1.5813
C 5.8389 3.4022 2.1386
C 1.8142 6.1009 1.2126
C 2.2383 2.6979 7.8244
C 1.4980 2.6715 -2.8954
C 7.4955 3.9132 4.3064
C 2.3499 3.9974 8.2962
C -3.9789 -1.6633 -3.6865
C -5.0802 -0.7503 -3.1542
C -1.0483 2.0235 1.8415
C 2.7788 5.0083 7.4442
C 2.9947 -3.0093 1.2443
C 0.5195 6.2477 1.6974
C 2.9893 3.4115 5.6350
C -0.9904 -3.3696 -0.6945
C 1.7611 -0.9042 -2.7497
C 2.3394 1.4134 -3.0094
C 3.0922 4.7160 6.1251
C 8.0227 3.8950 3.0234
C 3.5197 0.6024 2.0757
C 2.9945 1.1754 3.4029
C 2.2279 4.2976 2.7812
C -2.8822 -0.9335 -4.4531
C -3.6262 1.3422 -2.7782
C 2.7761 -1.3562 -3.7476
C 3.6780 -3.2925 2.4204
C 2.5570 2.4093 6.5019
C 2.9278 -3.5872 3.5452
C 0.8557 -1.8595 -2.0500
C 5.2930 3.4245 3.4258
C 0.9209 4.4562 3.2518
C 0.0680 5.4129 2.7115
C 2.7625 1.1718 0.9029
C -1.7157 -1.2026 0.4239
C -4.6213 0.3316 -2.1788
C -2.8782 -1.8079 1.1432
C 0.9773 -3.3120 2.2159
C -2.2241 0.8091 -2.7965
C -0.8787 3.5474 -0.1197
C -0.8829 -2.0034 -0.5178
H 1.9081 1.9076 8.4866
H 4.5788 0.8395 1.9602
H 3.7305 -0.8642 -3.5594
H 7.6026 3.6220 0.9373
H 2.9370 -2.4289 -3.7207
H 2.6161 1.2238 -4.0461
H -5.5739 -0.2648 -4.0021
H 0.6353 2.6030 -3.5597
H -0.1228 7.0281 1.3073
H 1.8277 2.8660 -0.8938
H 3.6725 5.0543 1.3776
H 1.5006 -3.6960 -2.9618
H -1.0794 4.4273 0.4880
H -3.5177 -2.2345 -2.8727
H -3.1757 -2.7619 0.7204
H -0.9285 5.5415 3.1178
H -1.5472 2.8506 2.3471
H 1.9175 1.0011 3.4966
H 4.7583 -3.2782 2.4487
H 2.1856 6.7735 0.4480
H -1.7215 -3.9473 -0.1492
H -2.6265 -1.9636 2.1960
H -2.8485 1.4340 0.7925
H 2.8701 6.0234 7.8091
H 2.0812 3.5473 -3.1871
H 0.6292 2.8496 1.0585
H -4.1801 -0.1228 -1.2824
H -3.6015 2.2588 -2.1925
H -0.9865 -0.5494 -3.5328
H 3.2564 1.5164 -2.4211
H -3.7372 -1.1375 1.1097
H -0.1583 -5.0610 -1.7295
H 3.4237 5.5181 5.4727
H 2.4575 -1.0808 -4.7565
H 5.7445 3.7018 5.5144
H -0.1035 -3.3285 2.1012
H 0.5760 3.8617 4.0928
H -0.5015 4.0616 -2.1831
H 9.0780 4.0800 2.8678
H 0.6319 4.7928 -1.0489
H 2.1063 4.2239 9.3262
H -2.5142 0.5059 2.2560
H -2.2846 -1.6406 -5.0242
H 3.3971 -0.4801 2.0586
H -4.4278 -2.3944 -4.3614
H -3.9331 1.6083 -3.7936
H -3.3104 -0.2315 -5.1712
H 2.4692 1.3843 6.1574
H 5.2083 3.1905 1.2861
H 0.9190 -3.8220 4.2972
H -5.4953 0.8871 -1.8385
H -1.8202 3.1657 -0.5083
H 3.4583 0.6180 4.2212
H 8.1376 4.1115 5.1549
H 3.4181 -3.8129 4.4833
H -0.3560 1.5691 2.5511
H -5.8452 -1.3608 -2.6721
*
```

<two>
C47H57GeIN7O3Ti | ωB97M-V with the def2-TZVPD basis set

Computed properties:
- E_HOMO (spin up / spin down): -12.404 / -12.404 eV
- ⟨S²⟩: 0.755
- Frontier orbital gap (spin up / spin down): 6.485 / 6.140 eV

Structure (ORCA input):
```
! wB97M-V def2-TZVPD RIJCOSX def2/J DEFGRID3
* xyz 2 2
I 5.0441 -4.4398 2.0794
Ge -2.7523 2.7322 -1.3763
Ti 1.4227 -1.4301 0.3983
O 0.0123 1.2142 -1.1252
O -0.6540 -1.5874 0.7725
O 0.9144 0.5702 0.8055
N 1.1452 -1.1743 -1.7531
N 1.1495 -3.1631 1.6983
N -1.1718 -0.5670 2.7028
N 3.1778 -0.2640 -0.2136
N 2.6701 -1.2083 2.0863
N 2.1334 -3.5136 -0.7144
N 5.1552 -2.8944 -0.4082
C 3.0587 -1.6654 4.3714
C -3.9897 -0.8615 1.4979
C -0.9341 6.6827 -3.2679
C -6.9345 2.6542 -1.9256
C 7.4080 -1.3685 0.1650
C 1.7048 -3.5047 -2.1355
C -1.5641 0.1069 -4.4985
C -7.4446 3.0613 -0.6996
C 0.1501 1.3431 0.0905
C -1.9993 2.6368 0.4553
C 0.6711 -2.4251 -2.3697
C -4.3809 -0.2405 2.8355
C 4.6995 1.5027 0.5075
C -2.1992 -1.0884 -4.1751
C 6.8949 -2.2424 1.1111
C 3.6412 -0.2971 2.0634
C -6.5778 3.3715 0.3397
C -0.6585 4.4274 -2.4787
C -5.5614 2.5547 -2.1089
C 1.6691 -4.7077 0.0441
C 2.3966 -1.9207 3.1840
C -3.1631 -0.0254 -2.2425
C 6.7921 -1.2769 -1.0773
C -3.2765 0.5465 3.5327
C -1.7254 1.2236 -3.6870
C 3.0794 0.3577 -1.5355
C 5.6739 -2.0549 -1.3143
C 4.3589 -0.0018 3.2130
C -0.1168 5.5861 -3.0194
C 2.2848 -0.5453 -2.4640
C -5.2046 3.2740 0.1488
C 5.7707 -2.9783 0.7601
C -2.0208 4.3435 -2.1774
C 3.8460 0.3022 0.7143
C 1.4861 -3.0836 2.9179
C -2.5158 1.1733 -2.5395
C -2.2891 6.6140 -2.9732
C -3.0034 -1.1523 -3.0434
C -1.5075 -1.3405 1.6687
C -2.0417 -0.2823 3.8551
C -2.8835 -1.9275 1.5954
C 1.1890 -4.0756 3.9918
C -0.5081 2.5219 0.7613
C -2.8268 5.4517 -2.4331
C 0.5793 -4.3211 1.0352
C -4.6743 2.8629 -1.0758
C 4.0407 -0.6824 4.3778
H 4.0700 0.5523 -1.9502
H 0.3939 -0.4602 -1.7304
H -5.2399 0.4140 2.6830
H 7.3648 -2.3726 2.0766
H 5.2410 1.7991 1.3993
H -7.6074 2.4167 -2.7411
H 8.2951 -0.7872 0.3850
H 2.5124 -5.0970 0.6080
H 1.9220 0.0188 -3.3214
H 2.9350 -1.3315 -2.8378
H -5.1815 2.2286 -3.0726
H 0.0208 3.4066 0.3895
H -8.5159 3.1423 -0.5586
H -2.9743 1.4101 2.9326
H -3.5379 -2.0683 -2.8095
H -0.3422 2.4897 1.8397
H 7.1847 -0.6341 -1.8547
H -0.3289 -4.0081 0.5227
H 5.1519 0.7317 3.2020
H 0.1914 -4.4931 3.8720
H -0.5174 7.5878 -3.6929
H -0.2775 -2.6795 -1.8957
H -1.4163 0.2234 4.5879
H 1.3292 -5.4950 -0.6272
H -2.1007 -1.9529 -4.8237
H -1.2361 2.1516 -3.9642
H -4.5469 3.5364 0.9721
H -3.6620 0.9478 4.4722
H 4.5802 -0.4684 5.2916
H 3.1525 -3.4906 -0.6752
H -2.3300 3.5868 0.8866
H -3.6834 -0.0872 0.7928
H 1.9076 -4.8986 3.9543
H -3.8372 -0.0809 -1.3925
H -6.9715 3.7001 1.2946
H 4.0675 2.3412 0.2015
H 1.2531 -3.6243 4.9787
H -2.5508 1.8617 0.9928
H -4.7224 -1.0394 3.5049
H 5.1754 -2.0249 -2.2782
H -3.0504 -2.5388 2.4894
H -0.0084 3.5747 -2.2959
H -0.9684 0.1788 -5.4028
H 0.4630 -2.2840 -3.4296
H 2.5806 -3.3324 -2.7574
H -4.8659 -1.3352 1.0527
H 1.3148 -4.4765 -2.4327
H 0.9409 5.6364 -3.2524
H -2.3305 -1.2378 4.2994
H 5.4175 1.3233 -0.2946
H -2.9300 7.4654 -3.1670
H -2.8933 -2.5911 0.7347
H 2.8481 -2.2344 5.2655
H -3.8891 5.4129 -2.2116
H 0.3395 -5.1386 1.7137
H 2.5752 1.3175 -1.4157
H -0.3518 0.0034 2.5420
*
```

Which of them is most stable? Easy: <one>.

<one>
ClHNP | ωB97M-V with the def2-TZVPD basis set

Computed properties:
- E_HOMO: -10.364 eV
- Frontier orbital gap: 9.007 eV

Structure (ORCA input):
```
! wB97M-V def2-TZVPD RIJCOSX def2/J DEFGRID3
* xyz 0 1
Cl -2.2249 -0.0328 -0.0962
P 0.6903 0.7375 -0.1688
N -0.1200 -0.5415 0.0198
H 1.6546 -0.1631 0.2452
*
```

<two>
ClHNP | ωB97M-V with the def2-TZVPD basis set

Computed properties:
- E_HOMO: -9.186 eV
- Frontier orbital gap: 7.414 eV

Structure (ORCA input):
```
! wB97M-V def2-TZVPD RIJCOSX def2/J DEFGRID3
* xyz 0 1
Cl 2.2941 0.9579 -0.0009
P 0.2817 -1.1150 -0.0051
N -0.8263 -0.1245 0.0228
H -1.7495 0.2816 -0.0167
*
```

Which of them is most stable? Easy: <two>.

<one>
C8H9NS | ωB97M-V with the def2-TZVPD basis set

Computed properties:
- Structure (SMILES): C=c1cncc/c1=C/SC
- E_HOMO: -8.288 eV
- Frontier orbital gap: 7.670 eV

Structure (ORCA input):
```
! wB97M-V def2-TZVPD RIJCOSX def2/J DEFGRID3
* xyz 0 1
S 0.4801 1.4520 2.4289
N -0.6916 -1.7552 -2.3218
C 1.3081 -0.6153 -1.5393
C 0.5482 -1.1501 -2.5109
C -1.0448 -1.3614 1.2590
C 0.7602 -0.4363 -0.1865
C 1.3748 0.3953 0.6467
C -0.5620 -1.1498 0.0283
C -0.4446 2.7156 1.5129
C -1.2427 -1.6959 -1.1527
H 2.2965 -0.0957 -1.7650
H 0.3548 3.4341 1.0538
H 2.4003 0.7363 0.5755
H -2.2191 -2.1102 -0.8273
H -1.9066 -1.9463 1.2750
H 0.9845 -1.1963 -3.5668
H -0.4264 -0.9071 2.1173
H -1.0000 2.2647 0.8136
H -0.9697 3.4217 2.1592
*
```

<two>
C8H9NS | ωB97M-V with the def2-TZVPD basis set

Computed properties:
- Structure (SMILES): [H]/N=C(/C1CC1)[C@@]1(C#C)CS1
- E_HOMO: -9.217 eV
- Frontier orbital gap: 10.005 eV

Structure (ORCA input):
```
! wB97M-V def2-TZVPD RIJCOSX def2/J DEFGRID3
* xyz 0 1
S -3.0861 -0.7452 0.0616
N -0.0951 -1.8425 0.9696
C 2.2800 -0.7512 -0.3318
C -1.5699 1.3451 0.2900
C -1.4456 2.5488 0.4730
C -2.0956 -0.3810 -1.3826
C -0.1577 -0.7255 0.3825
C 1.0155 -0.0278 -0.1082
C -1.4693 -0.0207 -0.0495
C 2.2051 0.2021 0.7599
H -2.2864 0.4969 -1.8958
H -1.6152 -1.0636 -1.9112
H 2.2002 -0.1821 1.7857
H 2.1601 -1.7459 0.0779
H 3.0283 -0.5223 -1.1712
H -0.9499 -2.0998 1.4336
H -1.5026 3.5810 0.7344
H 2.7220 1.1421 0.6102
H 0.6622 0.7916 -0.7280
*
```

Which of them is most stable? Easy: <one>.